Below is C7H23BN2O5Si2 as an isolated structure, with properties calculated with ωB97M-V with the def2-TZVPD basis set.

Positions of all 40 atoms, in Å:
Si -4.04398 -0.58412 1.15265
Si -2.14580 1.07693 -0.16381
O 0.10818 -2.14615 1.02813
O -3.46899 1.07548 1.04554
O -0.25424 -1.35545 -1.34254
O 1.10834 -6.63110 -2.81471
O 0.16487 3.21134 0.91974
N 0.04447 4.85504 2.54508
N 2.10082 -4.56018 -3.10500
C 2.00431 -3.12482 -2.94100
C 1.48324 4.96379 2.66953
C -0.48393 3.95298 1.64619
C 1.09251 -5.41180 -2.70626
C -0.47449 0.48307 0.68113
C 3.29487 -5.11644 -3.70681
C -0.79432 5.69870 3.37040
B -0.18588 -1.03288 0.10373
H -0.71552 0.45854 1.83295
H -1.85371 5.51302 3.17433
H -0.58141 5.48788 4.42221
H 3.76295 -5.80614 -2.99791
H 3.01429 -5.67278 -4.60635
H -1.04203 -1.98061 -1.51852
H 1.75052 5.71567 3.41684
H 2.07621 -2.65128 -3.92423
H -1.58647 3.95266 1.63309
H -4.07355 -1.13796 2.50174
H -3.15766 -1.47647 0.36752
H 1.88991 3.99140 2.96346
H -5.38574 -0.68801 0.58162
H -0.56664 6.74574 3.15126
H 0.23243 -4.88379 -2.26214
H 2.82869 -2.78531 -2.30759
H 1.01746 -2.07223 1.44317
H 1.90459 5.24289 1.69898
H 1.05536 -2.84453 -2.47607
H -2.47982 0.13306 -1.25849
H -1.99497 2.45549 -0.68623
H 4.00032 -4.32358 -3.96938
H 0.35478 1.27193 0.43776

Cartesian forces (eV/Å) of the 2 atoms listed first:
Si 0.49 1.81 -0.17
Si 0.11 0.31 1.80

Results
LUMO = 0.4 eV
Net charge = 0

Here are the Mulliken charges for atoms 1 to 4, given in e:
1. Si 0.540
2. Si 0.654
3. O -0.570
4. O -0.335